Entry 1:
{"formula": "C11H46O12", "method": "the ωB97M-V functional and the def2-TZVPD basis", "elements": ["C", "C", "O", "H", "H", "H", "H", "H", "H", "C", "O", "H", "H", "H", "H", "C", "O", "H", "H", "H", "H", "C", "O", "H", "H", "H", "H", "C", "O", "H", "H", "H", "H", "C", "O", "H", "H", "H", "H", "C", "O", "H", "H", "H", "H", "C", "O", "H", "H", "H", "H", "C", "O", "H", "H", "H", "H", "C", "O", "H", "H", "H", "H", "O", "H", "H", "O", "H", "H"], "positions_angstrom": [[-0.115, 0.373, -0.594], [-0.596, 0.602, 0.836], [0.409, 0.184, 1.736], [-0.901, 0.332, -1.348], [0.349, -0.610, -0.663], [0.589, 1.115, -0.969], [-1.481, 0.011, 1.071], [-0.762, 1.652, 1.073], [0.359, -0.757, 1.919], [-1.307, 3.681, -1.933], [-1.982, 4.888, -1.613], [-0.384, 3.496, -1.383], [-1.873, 2.763, -1.774], [-1.151, 3.749, -3.010], [-2.239, 4.854, -0.688], [2.276, -2.211, -2.961], [3.445, -2.551, -2.240], [2.213, -1.125, -3.036], [2.311, -2.677, -3.946], [1.349, -2.477, -2.454], [3.546, -3.497, -2.366], [-2.075, -2.911, -0.352], [-3.073, -1.936, -0.266], [-2.064, -3.553, 0.529], [-2.344, -3.579, -1.170], [-1.085, -2.502, -0.555], [-3.085, -1.511, -1.126], [3.755, -0.542, 0.585], [4.034, -1.900, 0.467], [3.853, -0.124, 1.587], [4.527, -0.068, -0.021], [2.832, -0.289, 0.063], [3.791, -2.141, -0.430], [2.183, 0.402, 4.381], [1.927, 1.600, 3.638], [1.238, 0.171, 4.873], [2.458, -0.363, 3.655], [2.926, 0.622, 5.147], [1.392, 1.254, 2.919], [-0.397, 0.117, -5.003], [-0.839, 1.124, -4.119], [-0.078, -0.712, -4.371], [-1.297, -0.225, -5.513], [0.389, 0.423, -5.694], [-0.055, 1.614, -3.858], [-0.115, 4.266, 2.356], [-1.295, 4.784, 2.950], [-0.114, 4.101, 1.279], [0.684, 4.940, 2.663], [0.023, 3.269, 2.775], [-1.150, 4.891, 3.893], [1.076, -3.415, 2.727], [-0.051, -2.527, 2.585], [1.060, -3.804, 3.745], [0.991, -4.191, 1.965], [2.065, -3.001, 2.532], [-0.820, -3.040, 2.845], [-4.063, -1.188, 3.085], [-3.606, -2.257, 2.291], [-4.790, -0.639, 2.485], [-4.587, -1.530, 3.977], [-3.190, -0.634, 3.430], [-3.551, -1.973, 1.375], [-2.657, -0.690, -3.229], [-2.404, -1.522, -3.628], [-1.907, -0.114, -3.377], [1.422, 2.499, -3.281], [1.945, 2.767, -2.525], [2.067, 2.244, -3.941]], "lowdin_charge": [-0.068, -0.252, -0.104, 0.053, 0.057, 0.059, 0.109, 0.101, 0.048, -0.173, -0.101, 0.056, 0.074, 0.079, 0.071, -0.146, -0.113, 0.073, 0.086, 0.071, 0.095, -0.146, -0.125, 0.082, 0.082, 0.068, 0.064, -0.169, -0.127, 0.079, 0.074, 0.062, 0.020, -0.145, -0.157, 0.078, 0.061, 0.078, 0.007, -0.142, -0.145, 0.067, 0.089, 0.092, 0.021, -0.152, -0.127, 0.064, 0.085, 0.060, 0.075, -0.112, -0.142, 0.083, 0.076, 0.073, 0.077, -0.156, -0.145, 0.083, 0.073, 0.072, 0.005, -0.039, 0.041, -0.030, -0.032, 0.062, 0.059], "smiles": "CCO.CO.CO.CO.CO.CO.CO.CO.CO.CO.O.O", "de_lowest_kj_mol": 228.51}

Entry 2:
{"formula": "C35H49NO4P2Zr", "method": "the ωB97M-V functional and the def2-TZVPD basis", "elements": ["Zr", "C", "C", "C", "P", "C", "C", "C", "C", "C", "C", "C", "C", "C", "C", "N", "C", "C", "C", "C", "C", "C", "C", "P", "C", "C", "C", "C", "C", "C", "H", "H", "H", "H", "H", "H", "H", "H", "H", "H", "H", "H", "H", "H", "H", "H", "H", "H", "H", "H", "H", "H", "H", "H", "H", "H", "H", "H", "H", "H", "H", "H", "H", "H", "H", "H", "H", "H", "H", "H", "C", "O", "C", "C", "C", "C", "C", "C", "O", "C", "O", "C", "H", "H", "H", "H", "H", "H", "H", "H", "H", "O"], "positions_angstrom": [[-0.132, 1.324, 0.198], [2.390, 2.697, 3.209], [2.285, 1.176, 3.368], [2.596, 0.808, 4.826], [0.633, 0.531, 2.684], [-0.452, 0.208, 4.275], [-1.711, -0.634, 4.049], [-0.762, 1.608, 4.785], [1.192, -1.212, 2.062], [1.887, -2.048, 2.952], [2.441, -3.295, 2.578], [3.405, -3.941, 3.529], [2.152, -3.726, 1.279], [1.463, -2.976, 0.331], [0.873, -1.712, 0.711], [0.138, -0.901, -0.139], [0.026, -1.105, -1.546], [1.261, -1.096, -2.238], [1.348, -1.289, -3.624], [0.178, -1.712, -4.288], [0.330, -2.311, -5.694], [-1.068, -1.529, -3.723], [-1.209, -1.408, -2.287], [-2.817, -1.542, -1.395], [-2.876, -2.910, -0.091], [-2.163, -4.199, -0.520], [-4.245, -3.100, 0.687], [-3.891, -2.210, -2.727], [-3.532, -3.578, -3.266], [-5.431, -2.075, -2.415], [3.437, 2.997, 3.101], [1.985, 3.190, 4.106], [1.794, 3.077, 2.371], [3.113, 0.702, 2.777], [1.690, 0.937, 5.485], [3.340, 1.539, 5.229], [2.935, -0.240, 4.909], [0.212, -0.371, 4.957], [-2.389, -0.102, 3.375], [-2.252, -0.746, 5.031], [-1.484, -1.627, 3.691], [-1.348, 2.070, 3.981], [0.157, 2.177, 4.917], [-1.381, 1.555, 5.691], [1.938, -1.691, 3.980], [3.011, -4.610, 4.312], [3.923, -3.130, 4.055], [4.122, -4.550, 2.961], [2.506, -4.725, 1.028], [1.372, -3.362, -0.689], [2.111, -0.947, -1.539], [2.245, -1.229, -4.184], [-0.664, -2.423, -6.159], [0.711, -3.331, -5.664], [1.015, -1.706, -6.337], [-1.987, -1.645, -4.285], [-2.252, -2.481, 0.733], [-2.873, -4.851, -1.035], [-1.787, -4.700, 0.378], [-1.335, -3.978, -1.155], [-4.979, -3.749, 0.178], [-4.757, -2.136, 0.816], [-4.076, -3.482, 1.694], [-3.706, -1.502, -3.562], [-3.783, -4.354, -2.570], [-2.449, -3.677, -3.565], [-4.082, -3.730, -4.204], [-5.683, -1.121, -1.966], [-5.753, -2.847, -1.711], [-5.992, -2.199, -3.372], [3.816, 7.311, 0.048], [3.782, 6.726, -1.276], [2.867, 5.746, -1.513], [2.093, 5.805, -2.745], [1.107, 4.887, -2.970], [0.818, 3.846, -2.023], [-0.227, 2.988, -2.359], [-1.203, 3.451, -3.400], [-0.526, 1.834, -1.787], [1.521, 3.770, -0.802], [1.127, 2.981, 0.211], [2.585, 4.702, -0.625], [4.673, 7.993, 0.103], [3.966, 6.492, 0.774], [2.862, 7.785, 0.244], [2.329, 6.674, -3.396], [0.566, 4.936, -3.920], [-0.833, 3.470, -4.411], [-1.501, 4.520, -3.228], [-2.178, 2.904, -3.485], [3.221, 4.575, 0.263], [-1.780, 1.757, 0.970]], "lowdin_charge": [1.491, -0.143, -0.537, -0.131, 1.066, -0.524, -0.109, -0.128, -0.260, -0.082, -0.290, -0.070, -0.064, -0.030, -0.291, -0.159, -0.348, -0.048, -0.035, -0.278, -0.053, -0.064, -0.271, 1.065, -0.520, -0.124, -0.107, -0.588, -0.135, -0.110, 0.080, 0.072, 0.035, 0.118, 0.067, 0.089, 0.062, 0.094, 0.074, 0.093, 0.060, 0.079, 0.045, 0.088, 0.082, 0.077, 0.072, 0.076, 0.109, 0.105, 0.123, 0.093, 0.073, 0.073, 0.085, 0.082, 0.082, 0.054, 0.078, 0.047, 0.060, 0.068, 0.065, 0.084, 0.044, 0.085, 0.080, 0.059, 0.051, 0.080, -0.035, -0.092, -0.250, 0.009, -0.019, -0.126, -0.275, -0.015, -0.171, -0.264, -0.261, 0.065, 0.097, 0.082, 0.095, 0.128, 0.113, 0.080, 0.112, 0.112, 0.123, -0.674]}

Entry 3:
{"formula": "C6H16NS", "method": "the ωB97M-V functional and the def2-TZVPD basis", "elements": ["C", "C", "N", "C", "C", "C", "C", "S", "H", "H", "H", "H", "H", "H", "H", "H", "H", "H", "H", "H", "H", "H", "H", "H"], "positions_angstrom": [[-1.935, 1.016, -0.098], [-0.509, 0.793, -0.643], [0.413, 1.964, -0.118], [0.076, -0.552, -0.120], [0.099, -0.546, 1.394], [-0.812, -1.791, -0.705], [1.618, -0.862, -0.535], [2.884, 0.353, -0.052], [-2.603, 1.702, -0.602], [-1.749, 1.350, 0.865], [-2.525, -0.023, 0.110], [-0.406, 0.838, -1.742], [0.109, 2.736, -0.704], [1.389, 1.493, -0.283], [0.280, 2.211, 0.907], [0.653, 0.220, 1.962], [0.451, -1.409, 1.773], [-1.017, -0.546, 1.796], [-0.316, -2.870, -0.663], [-0.815, -1.480, -1.730], [-1.757, -1.767, -0.365], [1.860, -1.685, -0.019], [1.674, -1.016, -1.541], [2.938, -0.128, 1.111]], "lowdin_charge": [-0.027, -0.269, 0.147, -0.490, -0.077, 0.012, -0.406, 0.885, 0.087, 0.040, 0.146, 0.160, 0.153, 0.001, 0.178, 0.086, 0.047, 0.139, 0.151, 0.073, 0.013, 0.035, 0.053, -0.138], "smiles": "C[C@@H]([NH3+])C(C)(C)CS", "charge": 1, "de_lowest_kj_mol": 191.76}

Entry 4:
{"formula": "C4H15N2O5", "method": "the ωB97M-V functional and the def2-TZVPD basis", "elements": ["C", "C", "C", "N", "N", "C", "O", "O", "H", "H", "H", "H", "H", "H", "H", "H", "H", "H", "H", "O", "H", "H", "O", "H", "H", "O"], "positions_angstrom": [[0.677, -1.504, -1.353], [-0.868, -1.720, -1.353], [-1.632, -0.749, -0.425], [-1.676, 0.628, -0.924], [1.273, -1.607, -0.023], [1.331, -0.434, 0.783], [1.396, 0.678, 0.215], [1.323, -0.667, 2.020], [1.123, -2.264, -2.044], [0.936, -0.487, -1.761], [-1.234, -1.669, -2.448], [-1.109, -2.802, -1.028], [-2.667, -1.110, -0.332], [-1.204, -0.812, 0.557], [-1.025, 0.779, -1.681], [-1.382, 1.286, -0.174], [1.058, -2.452, 0.460], [0.841, 2.702, -1.820], [1.305, 1.384, -1.358], [1.089, 1.828, -2.191], [-0.076, 2.247, 2.266], [0.569, 2.035, 0.948], [-0.089, 2.603, 1.375], [0.702, 0.443, 3.062], [-0.751, 0.608, 3.627], [0.089, 1.055, 3.602]], "lowdin_charge": [-0.219, -0.195, -0.300, 0.006, 0.039, -0.703, -0.058, -0.052, 0.104, 0.098, 0.119, 0.112, 0.087, 0.087, 0.028, 0.055, 0.106, 0.050, -0.034, -0.104, -0.031, -0.026, -0.103, 0.020, 0.024, -0.112], "charge": -1, "de_lowest_kj_mol": 0.00}

What did we get for HOMO level? Answer: -0.350, -0.245, -0.500, -0.205 Ha, in the order shown.
What did we get for F_max? Answer: 0.038, 0.099, 0.109, 0.032 hartree/bohr, in the order shown.